(1)
One molecule with the formula C20H27F3N2O6 at a distorted geometry. Source: the Open Molecules 2025 dataset; level of theory: ωB97M-V/def2-TZVPD.

HOMO level, hartree: -0.3315
Gap between HOMO and LUMO, eV: 8.618
Calculated total energy, a.u.: -1638.8533
Total charge: 0

Geometry as XYZ:
```
58
C20H27F3N2O6 (ωB97M-V/def2-TZVPD)
F 0.08822 -1.35336 -3.57003
F 1.76002 -2.52677 -2.89420
F 1.39653 -0.57866 -2.03777
O -0.00347 -2.27440 -1.58659
O 5.42934 1.90356 -2.48409
O -3.84805 0.67416 0.37692
O -3.27104 3.35530 1.70883
O 1.52414 -0.05330 1.33433
O 1.04831 2.77473 2.70337
N -1.23513 3.00747 2.83626
N 4.80855 1.16716 1.13048
C 0.20070 0.14687 1.06022
C -5.70153 -1.76228 -0.94025
C -1.81942 1.42724 1.29620
C 3.39452 1.53520 1.25100
C -2.71646 -1.61645 -0.62188
C -2.49574 0.50538 0.57597
C -1.85266 -0.60905 0.10788
C -0.51461 -0.78076 0.32476
C 0.81211 -1.68675 -2.48462
C 5.31155 1.08353 -0.23458
C -0.48280 1.21045 1.53734
C 5.89469 3.48516 -0.76000
C -5.07076 -2.59388 0.17044
C 0.21875 -1.99036 -0.19839
C -2.27478 2.70417 1.93226
C 2.46409 0.62428 0.45920
C -3.54932 -2.41330 0.41161
C 5.04543 2.27776 -1.14050
C -5.38887 -4.09683 -0.01992
C -0.04740 2.35739 2.39782
H -4.66498 -4.57898 -0.66656
H -3.98577 0.84085 -0.56110
H -3.10849 -3.40248 0.49110
H 3.99456 2.53402 -1.21905
H -1.06603 4.00717 2.89100
H 4.98212 0.15497 -0.68895
H 5.33245 1.84760 1.66202
H -5.37611 -4.55023 0.96439
H -2.10359 -2.30134 -1.18415
H 5.52488 4.32549 -1.33417
H 3.01187 -0.15448 -0.05767
H 6.39732 0.99304 -0.15694
H -3.30121 -1.05133 -1.33843
H 1.26664 -1.89378 0.05200
H -5.85593 -0.73218 -0.64259
H -0.13071 -2.85875 0.34878
H -6.39883 -4.18274 -0.40391
H 6.89612 3.28151 -1.12282
H -5.57556 -2.32438 1.09272
H -5.12147 -1.79511 -1.85677
H 3.18327 2.56792 0.97009
H 1.92547 1.16346 -0.31015
H 3.12118 1.41921 2.28692
H -6.67528 -2.18121 -1.17621
H -3.40214 -1.97224 1.39129
H 5.88360 3.69351 0.30448
H 6.12169 1.24682 -2.37737
```

Per-atom natural (NBO) charges, elementary charge units: number 1, F, carries -0.320; number 2, F, carries -0.318; number 3, F, carries -0.322; number 4, O, carries -0.523; number 5, O, carries -0.717; number 6, O, carries -0.684; number 7, O, carries -0.519; number 8, O, carries -0.526; number 9, O, carries -0.547; number 10, N, carries -0.645; number 11, N, carries -0.613; number 12, C, carries 0.322; number 13, C, carries -0.610; number 14, C, carries -0.172; number 15, C, carries -0.263; number 16, C, carries -0.443; number 17, C, carries 0.363; number 18, C, carries -0.033; number 19, C, carries -0.012; number 20, C, carries 1.169; number 21, C, carries -0.256; number 22, C, carries -0.188; number 23, C, carries -0.632; number 24, C, carries -0.209; number 25, C, carries -0.115; number 26, C, carries 0.677; number 27, C, carries -0.066; number 28, C, carries -0.389; number 29, C, carries 0.074; number 30, C, carries -0.598; number 31, C, carries 0.695; number 32, H, carries 0.199; number 33, H, carries 0.483; number 34, H, carries 0.203; number 35, H, carries 0.173; number 36, H, carries 0.409; number 37, H, carries 0.195; number 38, H, carries 0.359; number 39, H, carries 0.207; number 40, H, carries 0.239; number 41, H, carries 0.220; number 42, H, carries 0.188; number 43, H, carries 0.194; number 44, H, carries 0.212; number 45, H, carries 0.223; number 46, H, carries 0.213; number 47, H, carries 0.213; number 48, H, carries 0.204; number 49, H, carries 0.212; number 50, H, carries 0.199; number 51, H, carries 0.196; number 52, H, carries 0.174; number 53, H, carries 0.185; number 54, H, carries 0.238; number 55, H, carries 0.211; number 56, H, carries 0.210; number 57, H, carries 0.202; number 58, H, carries 0.457


(2)
One molecule with the formula C20H27FN2O3. Source: the Open Molecules 2025 dataset; level of theory: ωB97M-V/def2-TZVPD.

HOMO level, hartree: -0.3291
Gap between HOMO and LUMO, eV: 9.516
Calculated total energy, a.u.: -1213.4807
Total charge: 0

Geometry as XYZ:
```
53
C20H27FN2O3 (ωB97M-V/def2-TZVPD)
F 0.89534 -2.53626 -4.87352
O -1.47853 1.36613 1.41727
O -0.72500 1.07960 -1.44953
O -0.46992 -2.86408 0.39634
N 0.54342 2.40756 -0.14565
N 0.36070 -1.73342 -1.35761
C -0.37446 2.98203 2.75310
C 1.24279 -0.76445 -1.96822
C -3.29537 3.09977 2.97633
C -2.58782 3.51829 1.69054
C -0.55540 3.26237 0.23588
C 1.07177 -4.73226 -2.00464
C -0.29457 -2.64112 -2.28420
C 2.53734 -5.53959 -3.72611
C -1.26262 2.75780 1.52150
C 2.16336 -4.48699 -4.54230
C 0.20177 -1.94151 -0.03209
C 1.99298 -5.65931 -2.45756
C 0.85300 -0.95363 0.91604
C 0.67520 -3.66775 -2.80617
C 1.56133 0.40255 -1.03997
C 2.00651 -0.17252 0.30533
C -1.09952 2.57156 4.03168
C 0.33167 1.30207 -0.89582
C -2.39999 3.35194 4.18414
C 1.24509 -3.56850 -4.06811
H 2.57152 -4.36667 -5.53358
H -2.18133 4.42012 4.26286
H 0.75033 -0.38554 -2.86982
H 0.06047 -0.27073 1.24014
H -1.93846 1.18072 0.58797
H -1.32184 1.50529 3.97815
H 0.53574 2.38858 2.64877
H -0.10054 4.03783 2.80427
H -0.44914 2.74542 4.89123
H -1.09192 -3.13846 -1.72657
H -1.26826 3.24252 -0.59370
H -0.72392 -2.05701 -3.10207
H 2.33115 0.61230 0.99289
H 2.28584 -6.48028 -1.82095
H -2.91241 3.04498 5.09746
H 0.64314 -4.81767 -1.01753
H -3.52838 2.03500 2.92094
H -3.23093 3.31533 0.83055
H 2.36497 0.99961 -1.48562
H -2.37844 4.58965 1.71186
H -0.19164 4.28186 0.37333
H 1.39925 2.49245 0.37717
H 3.25354 -6.26418 -4.08253
H 2.86071 -0.83373 0.13714
H -4.23247 3.65080 3.07509
H 1.17552 -1.51108 1.79725
H 2.17842 -1.25739 -2.27137
```

Per-atom natural (NBO) charges, elementary charge units: number 1, F, carries -0.334; number 2, O, carries -0.742; number 3, O, carries -0.646; number 4, O, carries -0.649; number 5, N, carries -0.619; number 6, N, carries -0.427; number 7, C, carries -0.419; number 8, C, carries -0.203; number 9, C, carries -0.399; number 10, C, carries -0.425; number 11, C, carries -0.240; number 12, C, carries -0.176; number 13, C, carries -0.243; number 14, C, carries -0.195; number 15, C, carries 0.255; number 16, C, carries -0.283; number 17, C, carries 0.691; number 18, C, carries -0.226; number 19, C, carries -0.515; number 20, C, carries -0.112; number 21, C, carries -0.318; number 22, C, carries -0.390; number 23, C, carries -0.399; number 24, C, carries 0.702; number 25, C, carries -0.395; number 26, C, carries 0.397; number 27, H, carries 0.228; number 28, H, carries 0.188; number 29, H, carries 0.226; number 30, H, carries 0.264; number 31, H, carries 0.490; number 32, H, carries 0.214; number 33, H, carries 0.205; number 34, H, carries 0.201; number 35, H, carries 0.206; number 36, H, carries 0.256; number 37, H, carries 0.225; number 38, H, carries 0.218; number 39, H, carries 0.202; number 40, H, carries 0.216; number 41, H, carries 0.210; number 42, H, carries 0.238; number 43, H, carries 0.211; number 44, H, carries 0.209; number 45, H, carries 0.233; number 46, H, carries 0.202; number 47, H, carries 0.205; number 48, H, carries 0.394; number 49, H, carries 0.216; number 50, H, carries 0.213; number 51, H, carries 0.207; number 52, H, carries 0.238; number 53, H, carries 0.194


(3)
C20H27N2NiOS4Sb as an isolated structure. Source: the Open Molecules 2025 dataset; level of theory: ωB97M-V/def2-TZVPD.

2S+1: 3
Expectation value of S²: 2.124
HOMO level (alpha / beta), hartree: -0.0024 / -0.0529
Gap between HOMO and LUMO (alpha / beta), eV: 3.948 / 5.312
Calculated total energy, a.u.: -4304.5114
Total charge: -2

Geometry as XYZ:
```
56
C20H27N2NiOS4Sb (ωB97M-V/def2-TZVPD)
Sb 4.67660 2.14955 -2.72047
Ni 2.24496 0.17957 -2.40474
S 5.76982 3.03825 -4.50775
S 4.36012 -0.24765 -2.99678
S 2.34288 2.49294 -2.76733
S 5.59187 2.48181 -0.65250
O 1.69741 -2.10407 -3.75623
N 0.26301 0.11569 -2.27067
N 2.05862 0.11748 -0.39316
C -0.22034 0.09877 -0.97955
C 0.48873 0.10292 1.43383
C -4.81481 0.08881 -2.87399
C 3.04905 0.14250 0.48613
C 0.39342 1.40175 4.17138
C 0.75922 0.10447 0.04123
C 2.46543 0.14621 4.70023
C -1.62888 0.08344 -0.77844
C 1.19994 0.13892 3.84284
C 0.37508 -1.09847 4.21671
C -0.58027 0.11314 -3.28930
C 2.15242 -1.74820 -2.70359
C -2.49716 0.09089 -1.83557
C -4.39183 1.34295 -0.77789
C -4.39644 -1.15677 -0.77213
C 1.51934 0.11594 2.34436
C -1.95687 0.10411 -3.14839
C 2.83918 0.12951 1.85776
C 2.51583 -2.71158 -1.60170
C -4.00800 0.09033 -1.57549
H 0.95118 2.29729 3.89282
H -5.47130 1.36274 -0.59444
H -0.53938 0.10437 1.77224
H -0.11690 0.11274 -4.26950
H 3.08299 1.02255 4.49906
H -4.59951 -0.79281 -3.48036
H 2.00172 -2.43032 -0.68263
H -4.60390 0.97171 -3.47946
H -2.00753 0.07062 0.23592
H 4.04700 0.20324 0.06605
H 0.92516 -2.01242 3.98351
H 0.17541 1.44628 5.24344
H -4.12873 -2.06426 -1.31690
H -0.55266 1.42141 3.62948
H 3.70027 0.17671 2.50597
H 0.14719 -1.09473 5.28748
H 2.18805 0.16152 5.75810
H 3.07697 -0.74009 4.52190
H -2.57169 0.11388 -4.03435
H 2.24763 -3.72442 -1.90738
H 3.58668 -2.63119 -1.41395
H -5.47528 -1.17038 -0.58501
H -3.88118 1.37318 0.18494
H -4.11638 2.24697 -1.32385
H -3.88403 -1.18506 0.18983
H -5.88322 0.08680 -2.63983
H -0.56691 -1.12961 3.66812
```

Per-atom natural (NBO) charges, elementary charge units: number 1, Sb, carries 1.415; number 2, Ni, carries 1.065; number 3, S, carries -0.920; number 4, S, carries -0.798; number 5, S, carries -0.895; number 6, S, carries -0.941; number 7, O, carries -0.607; number 8, N, carries -0.566; number 9, N, carries -0.549; number 10, C, carries 0.160; number 11, C, carries -0.243; number 12, C, carries -0.602; number 13, C, carries 0.100; number 14, C, carries -0.597; number 15, C, carries 0.089; number 16, C, carries -0.607; number 17, C, carries -0.278; number 18, C, carries -0.069; number 19, C, carries -0.596; number 20, C, carries 0.106; number 21, C, carries 0.479; number 22, C, carries 0.006; number 23, C, carries -0.593; number 24, C, carries -0.592; number 25, C, carries 0.011; number 26, C, carries -0.382; number 27, C, carries -0.360; number 28, C, carries -0.757; number 29, C, carries -0.081; number 30, H, carries 0.219; number 31, H, carries 0.186; number 32, H, carries 0.184; number 33, H, carries 0.207; number 34, H, carries 0.218; number 35, H, carries 0.210; number 36, H, carries 0.238; number 37, H, carries 0.212; number 38, H, carries 0.191; number 39, H, carries 0.250; number 40, H, carries 0.210; number 41, H, carries 0.186; number 42, H, carries 0.210; number 43, H, carries 0.207; number 44, H, carries 0.210; number 45, H, carries 0.187; number 46, H, carries 0.191; number 47, H, carries 0.210; number 48, H, carries 0.202; number 49, H, carries 0.199; number 50, H, carries 0.254; number 51, H, carries 0.187; number 52, H, carries 0.210; number 53, H, carries 0.214; number 54, H, carries 0.209; number 55, H, carries 0.193; number 56, H, carries 0.207


(4)
C20H27N2O3PPtS as an isolated structure at a distorted geometry. Source: the Open Molecules 2025 dataset; level of theory: ωB97M-V/def2-TZVPD.

2S+1: 3
Expectation value of S²: 2.021
HOMO level (alpha / beta), hartree: -0.1411 / -0.2862
Gap between HOMO and LUMO (alpha / beta), eV: 3.384 / 3.670
Calculated total energy, a.u.: -1972.2225
Total charge: 0

Geometry as XYZ:
```
55
C20H27N2O3PPtS (ωB97M-V/def2-TZVPD)
Pt 0.09541 1.60588 0.30745
S 0.07248 0.71970 5.09722
P 0.95464 3.11105 -0.95814
O 1.42360 0.40519 5.47003
O -0.89156 0.17561 1.38420
O -0.62858 1.82268 5.69466
N 1.40625 -2.49035 -2.24258
N 0.01600 0.92397 3.35003
C -0.93528 -0.71504 4.85774
C -2.06609 -2.71892 5.52272
C -0.73026 0.07592 2.65335
C -0.65231 0.89440 -1.52586
C -2.11766 0.27578 -3.83091
C 1.22086 4.77472 -0.33969
C -0.52981 -1.58419 -0.93800
C -1.31131 -1.58941 5.86911
C -0.97942 -0.44586 -1.79975
C 0.09332 -2.76049 -1.73014
C -0.26415 3.22303 -2.34557
C -2.45050 -2.94554 4.18852
C -1.65654 1.57535 -3.62909
C 2.54858 -2.69542 -1.40174
C -0.86666 1.86000 -2.51217
C -2.07603 -2.05669 3.18329
C 1.63529 -2.14159 -3.60797
C -1.77391 -0.72221 -2.92444
C -1.30359 -0.94294 3.53685
C 2.49275 2.60413 -1.77246
H 2.37063 1.62035 -2.23868
H -1.39138 -1.99542 -0.38802
H 2.27939 -2.49932 -0.35230
H -0.55601 -3.05035 -2.56805
H 2.11357 4.75654 0.29685
H 0.64786 2.09140 1.78232
H -2.35443 -2.18635 2.13763
H -1.88701 2.37905 -4.32979
H -1.01091 3.98605 -2.07629
H 0.35362 5.08707 0.25268
H 3.36219 -2.02103 -1.70755
H -1.01146 -1.38084 6.89357
H 0.68800 -1.86351 -4.08838
H 1.37494 5.47678 -1.16957
H 0.19140 -3.60798 -1.02939
H 0.19119 -1.24245 -0.18991
H 0.50710 1.71616 2.82894
H -2.73188 0.04040 -4.69940
H -3.04719 -3.82787 3.95272
H 2.33613 -1.29138 -3.66162
H 2.09513 -2.97754 -4.16544
H 3.26994 2.54273 -1.00330
H 0.24886 3.57665 -3.25152
H 2.92806 -3.73267 -1.46837
H -2.35388 -3.42723 6.29976
H -2.11976 -1.74668 -3.07924
H 2.78040 3.33869 -2.53431
```

Per-atom natural (NBO) charges, elementary charge units: number 1, Pt, carries 0.352; number 2, S, carries 2.280; number 3, P, carries 1.193; number 4, O, carries -0.920; number 5, O, carries -0.771; number 6, O, carries -0.914; number 7, N, carries -0.009; number 8, N, carries -0.862; number 9, C, carries -0.404; number 10, C, carries -0.311; number 11, C, carries 0.535; number 12, C, carries -0.205; number 13, C, carries -0.240; number 14, C, carries -0.979; number 15, C, carries -0.407; number 16, C, carries -0.147; number 17, C, carries -0.118; number 18, C, carries -0.249; number 19, C, carries -0.752; number 20, C, carries -0.218; number 21, C, carries -0.198; number 22, C, carries -0.461; number 23, C, carries -0.101; number 24, C, carries -0.235; number 25, C, carries -0.459; number 26, C, carries -0.241; number 27, C, carries -0.132; number 28, C, carries -0.973; number 29, H, carries 0.238; number 30, H, carries 0.259; number 31, H, carries 0.260; number 32, H, carries 0.233; number 33, H, carries 0.252; number 34, H, carries -0.299; number 35, H, carries 0.206; number 36, H, carries 0.207; number 37, H, carries 0.246; number 38, H, carries 0.264; number 39, H, carries 0.238; number 40, H, carries 0.216; number 41, H, carries 0.259; number 42, H, carries 0.227; number 43, H, carries 0.241; number 44, H, carries 0.254; number 45, H, carries 0.404; number 46, H, carries 0.212; number 47, H, carries 0.202; number 48, H, carries 0.245; number 49, H, carries 0.248; number 50, H, carries 0.247; number 51, H, carries 0.223; number 52, H, carries 0.249; number 53, H, carries 0.205; number 54, H, carries 0.188; number 55, H, carries 0.222